No. 1
Computed, not measured: a cluster of 2 separate species, CH7N in total at a distorted geometry, with wB97M-V/def2-TZVPD.

CARTESIAN COORDINATES (ANGSTROEM)
C: 2.015 0.000 0.001
H: 2.489 -0.417 0.901
H: 1.345 0.853 0.185
H: 1.374 -0.807 -0.518
H: 2.739 0.403 -0.726
N: -1.942 0.030 -0.080
H: -2.627 -0.664 -0.286
H: -1.383 -0.390 0.742
H: -2.429 0.813 0.257

Forces on atoms 1 to 3 (eV/Å):
C -1.1 -0.6 -1.3
H -0.2 0.4 -0.3
H 0.2 -0.4 0.4

Computed properties:
HOMO-LUMO gap	0.41760	Eh
SMILES string	C.N
spin multiplicity	1
energy above the lowest of the compared OMol25 structures with the same formula, charge and spin	5.3	kcal per mole

The net atomic charges from Löwdin, expressed in e, are: C -0.075; H 0.011; H 0.005; H 0.040; H 0.010; N 0.001; H -0.016; H 0.052; H -0.028

No. 2
Computed, not measured: a structure of composition C12H17BCoN6O2 at a distorted geometry, with wB97M-V/def2-TZVPD.

CARTESIAN COORDINATES (ANGSTROEM)
H: -0.027 3.138 0.814
N: 0.287 1.804 -0.794
B: 0.709 0.755 -3.136
N: 0.623 1.941 -2.106
C: 0.774 3.262 -2.377
Co: 0.000 0.000 0.000
H: 1.039 3.580 -3.384
C: 0.529 3.995 -1.216
H: 0.568 5.076 -1.091
C: 0.225 3.032 -0.240
H: 1.192 1.212 -4.150
C: -2.169 -2.838 1.573
H: -2.442 -3.199 2.573
H: -1.132 -3.351 1.384
H: -2.798 -3.272 0.782
N: -0.682 0.174 -3.444
N: 1.654 -0.329 -2.560
N: -1.498 -0.336 -2.483
N: 1.534 -0.786 -1.289
C: -1.298 0.162 -4.664
C: 2.668 -0.979 -3.186
H: -0.784 0.530 -5.552
H: 2.915 -0.742 -4.220
C: -2.570 -0.373 -4.493
C: 3.226 -1.891 -2.291
C: -2.636 -0.666 -3.109
C: 2.480 -1.727 -1.108
H: -3.330 -0.538 -5.257
H: 4.060 -2.569 -2.466
H: -3.458 -1.108 -2.542
H: 2.582 -2.222 -0.142
H: -2.242 -1.735 1.530
C: -0.056 -1.620 3.901
O: 0.056 -1.389 2.541
C: -0.423 -0.295 1.894
O: -1.029 0.581 2.494
H: -0.599 -0.808 4.431
H: 0.960 -1.706 4.339
H: -0.596 -2.573 4.073

Forces on atoms 1 to 3 (eV/Å):
H 0.1 0.0 -0.4
N -0.1 0.8 0.0
B 0.1 0.3 0.0

Computed properties:
HOMO-LUMO gap (spin up / spin down)	0.35140 / 0.32431	Eh
expectation value of S²	3.759
spin multiplicity	4
energy above the lowest of the compared OMol25 structures with the same formula, charge and spin	44.6	kcal per mole

The net atomic charges from Löwdin, expressed in e, are: H 0.116; N -0.059; B -0.513; N -0.018; C -0.062; Co 0.880; H 0.124; C -0.054; H 0.098; C -0.106; H 0.117; C -0.058; H 0.017; H 0.069; H 0.016; N -0.064; N -0.032; N 0.040; N -0.026; C -0.085; C -0.060; H 0.117; H 0.126; C -0.075; C -0.058; C -0.162; C -0.123; H 0.091; H 0.097; H 0.101; H 0.112; H 0.007; C -0.110; O -0.191; C -0.531; O -0.020; H 0.095; H 0.095; H 0.086

No. 3
Computed, not measured: a structure of composition C23H44NP3RuSe at a distorted geometry, with wB97M-V/def2-TZVPD.

CARTESIAN COORDINATES (ANGSTROEM)
Ru: -0.303 -0.392 -0.857
P: -0.536 -1.568 -2.780
P: -1.474 1.658 -0.933
P: 0.495 -2.087 0.600
H: -2.744 0.929 2.903
C: -1.952 0.500 3.490
C: -0.890 1.241 3.834
H: -0.869 2.330 3.740
C: -2.164 -2.439 -2.773
C: -0.561 -0.559 -4.370
C: 0.688 -2.925 -3.167
C: -1.695 2.757 0.523
C: -0.701 2.864 -2.120
C: -3.181 1.587 -1.538
C: 0.701 -1.837 2.417
C: 2.245 -2.534 0.267
C: -0.267 -3.745 0.615
H: -2.053 -0.531 3.783
H: -0.036 0.855 4.386
H: -2.435 -2.811 -3.770
H: -2.902 -1.705 -2.394
H: -2.151 -3.268 -2.042
H: -0.745 -1.162 -5.276
H: 0.415 -0.051 -4.464
H: -1.336 0.227 -4.265
H: 0.488 -3.422 -4.131
H: 0.707 -3.705 -2.392
H: 1.708 -2.515 -3.208
H: -2.484 3.492 0.271
H: -0.749 3.284 0.725
H: -1.984 2.162 1.400
H: -1.417 3.677 -2.318
H: -0.470 2.361 -3.071
H: 0.221 3.274 -1.677
H: -3.601 2.595 -1.456
H: -3.760 0.893 -0.930
H: -3.220 1.285 -2.584
H: 0.929 -2.800 2.910
H: -0.197 -1.405 2.875
H: 1.539 -1.159 2.622
H: 2.518 -3.387 0.907
H: 2.905 -1.689 0.500
H: 2.363 -2.827 -0.781
H: 0.299 -4.384 1.308
H: -0.216 -4.178 -0.390
H: -1.313 -3.691 0.943
C: -4.900 -2.015 2.329
C: -4.914 -1.067 3.391
C: -5.926 -1.002 4.346
C: -7.012 -1.888 4.295
C: -7.082 -2.781 3.215
C: -6.060 -2.841 2.255
Se: -3.474 -1.953 1.160
H: -0.553 0.425 -2.166
H: -4.095 -0.373 3.471
H: -5.863 -0.264 5.140
H: -7.775 -1.863 5.070
H: -7.949 -3.436 3.139
H: -6.154 -3.540 1.431
N: 1.763 0.434 -1.439
C: 2.857 0.934 -0.602
C: 2.534 1.402 0.663
C: 3.539 2.044 1.437
C: 4.841 2.128 0.960
C: 5.164 1.611 -0.293
C: 4.167 1.000 -1.081
H: 1.575 1.138 -2.154
H: 2.143 -0.337 -2.022
H: 1.520 1.273 1.012
H: 3.271 2.453 2.394
H: 5.602 2.629 1.554
H: 6.180 1.681 -0.658
H: 4.431 0.583 -2.053

Forces on atoms 1 to 3 (eV/Å):
Ru -0.2 1.8 1.4
P -1.2 -1.4 -2.3
P -0.4 1.2 -1.8

Computed properties:
HOMO-LUMO gap (spin up / spin down)	0.23082 / 0.14303	Eh
expectation value of S²	6.055
spin multiplicity	5
charge	+4
energy above the lowest of the compared OMol25 structures with the same formula, charge and spin	15.7	kcal per mole

The net atomic charges from Löwdin, expressed in e, are: Ru 0.392; P 0.715; P 0.745; P 0.705; H 0.026; C -0.119; C -0.036; H 0.068; C -0.224; C -0.215; C -0.212; C -0.200; C -0.225; C -0.226; C -0.229; C -0.247; C -0.259; H 0.039; H 0.064; H 0.076; H 0.035; H 0.048; H 0.079; H 0.051; H 0.047; H 0.084; H 0.037; H 0.043; H 0.087; H 0.061; H 0.009; H 0.080; H 0.041; H 0.055; H 0.072; H 0.041; H 0.059; H 0.083; H 0.006; H 0.049; H 0.079; H 0.036; H 0.033; H 0.073; H 0.039; H -0.013; C -0.624; C -0.031; C 0.073; C 0.044; C 0.080; C 0.030; Se 0.870; H -0.081; H 0.054; H 0.152; H 0.148; H 0.157; H 0.139; N 0.008; C -0.245; C 0.037; C 0.097; C 0.044; C 0.060; C 0.123; H 0.097; H 0.101; H 0.106; H 0.148; H 0.155; H 0.150; H 0.160

No. 4
Computed, not measured: an isolated molecule of C6H6OS at a distorted geometry, with wB97M-V/def2-TZVPD.

CARTESIAN COORDINATES (ANGSTROEM)
C: 2.423 -0.821 -0.042
C: 0.914 -0.818 -0.054
C: 0.095 -1.913 0.065
C: -1.338 -1.601 0.039
C: -1.345 -0.020 -0.010
O: -2.264 0.653 -0.054
C: 0.065 0.411 -0.065
S: 0.504 2.025 0.051
H: 2.736 -0.298 0.928
H: 2.800 -0.012 -0.817
H: 2.870 -1.820 -0.272
H: 0.472 -3.003 0.281
H: -1.829 -1.864 -0.892
H: -1.897 -2.054 0.788

Forces on atoms 1 to 3 (eV/Å):
C 0.4 2.5 -0.5
C -0.7 -0.6 0.0
C 2.0 -1.1 0.4

Computed properties:
HOMO-LUMO gap	0.27201	Eh
SMILES string	CC1=CCC(=O)C1=S
spin multiplicity	1
energy above the lowest of the compared OMol25 structures with the same formula, charge and spin	20.6	kcal per mole

The net atomic charges from Löwdin, expressed in e, are: C -0.076; C -0.311; C -0.025; C -0.090; C -0.473; O 0.164; C -0.613; S 0.755; H 0.099; H 0.106; H 0.083; H 0.158; H 0.127; H 0.097

no.,DFT total energy (Ha)
1,-97.03337
2,-2354.13675
3,-4476.25424
4,-705.59341